Record 1
Entry from OMol25: an isolated molecule of C2H2N2O2S at a distorted geometry (ωB97M-V with the def2-TZVPD basis set).

```
9
Properties=species:S:1:pos:R:3:lowdin_charge:R:1
C -0.66731 0.05960 0.01213 -0.4398
C 1.12144 -0.33663 0.17486 -0.1020
N -0.58505 1.39423 -0.12461 0.0201
N 0.57148 1.85270 -0.15285 0.0608
O -3.05853 -0.94557 -0.09935 -0.5746
O 1.57276 0.93281 -0.03927 -0.0909
S -1.60851 -1.31421 -0.07556 0.9668
H 1.46985 -0.81049 1.02891 0.0903
H 1.18387 -0.83246 -0.72425 0.0692
```

## Properties
total charge = 0
LUMO (alpha / beta) = -1.7 / -1.8 eV
electronic energy = -20011.413 eV
HOMO level (alpha / beta) = -9.362 / -9.341 eV
gap between HOMO and LUMO (alpha / beta) = 7.62 / 7.59 eV

=====

Record 2
Entry from OMol25: a structure of composition C26H18N5O2PdSe2 (ωB97M-V with the def2-TZVPD basis set).

```
54
Properties=species:S:1:pos:R:3:lowdin_charge:R:1
Pd 0.18938 -0.17489 -0.17912 1.0234
O 0.95835 -0.40990 6.55125 -0.0063
C 0.50472 -1.36223 5.90422 -0.6859
O 0.04722 -2.46701 6.21726 -0.0023
C 0.50125 -1.10782 4.37148 -0.0451
C 1.04563 0.06494 3.85778 0.0736
C 0.96846 0.30407 2.50232 -0.1985
N 0.37790 -0.59426 1.70281 -0.0155
C -0.13886 -1.74300 2.16118 -0.1666
C -0.08180 -2.03056 3.50820 0.0885
C -0.74311 -2.56798 1.09257 -0.1690
C -1.34137 -3.79367 1.32238 0.0316
C -1.88192 -4.48928 0.25205 -0.0110
C -1.81762 -3.93958 -1.01805 -0.0234
C -1.21433 -2.70630 -1.17802 -0.1205
N -0.68351 -2.03842 -0.15410 -0.0158
C 1.43984 1.50154 1.77629 -0.1846
C 2.07273 2.56526 2.39166 0.0301
C 2.47479 3.64674 1.62206 -0.0112
C 2.23436 3.63543 0.25915 -0.0204
C 1.59393 2.54086 -0.29344 -0.1017
N 1.20472 1.50115 0.44127 -0.0017
H 1.48078 0.75491 4.57007 0.1288
H -0.47715 -2.93508 3.95264 0.1283
H -1.38035 -4.19286 2.32517 0.1284
H -2.35053 -5.45046 0.41204 0.1261
H -2.23054 -4.44830 -1.87643 0.1198
H -1.15510 -2.22597 -2.14554 0.1072
H 2.24918 2.54229 3.45709 0.1284
H 2.97340 4.48637 2.08623 0.1259
H 2.53392 4.45594 -0.37580 0.1197
H 1.38334 2.48653 -1.35252 0.1007
Se -1.79253 2.24546 -2.02818 0.7018
Se -3.09776 0.56457 -1.08561 0.6771
C -3.14301 1.14278 0.75828 -0.6724
C -4.39550 1.27950 1.33754 -0.0995
C -4.45250 1.60856 2.68501 -0.0402
C -3.27009 1.81205 3.37313 -0.0288
C -2.07238 1.67404 2.68571 -0.1157
N -2.00031 1.33056 1.40064 0.0268
C -0.48602 1.13428 -2.90024 -0.6701
C -0.27284 1.36877 -4.25352 -0.0874
C 0.68126 0.63142 -4.93227 -0.0228
C 1.38591 -0.34618 -4.24698 -0.0279
C 1.11856 -0.52725 -2.90647 -0.1217
N 0.21198 0.20483 -2.23541 -0.1152
H -5.29282 1.13786 0.75207 0.1023
H -5.40778 1.71575 3.18066 0.1200
H -3.26530 2.07380 4.42164 0.1182
H -1.12966 1.83409 3.19569 0.1053
H -0.86995 2.11276 -4.76103 0.1080
H 0.85725 0.80586 -5.98516 0.1255
H 2.13016 -0.95879 -4.73369 0.1206
H 1.65000 -1.27048 -2.32497 0.1148
```

## Properties
total charge = +1
LUMO = -3.9 eV
electronic energy = -172967.459 eV
HOMO level = -10.238 eV
gap between HOMO and LUMO = 6.29 eV

=====

Record 3
Entry from OMol25: a cluster of 2 separate species, C15H26BrIN5O2S in total at a distorted geometry (ωB97M-V with the def2-TZVPD basis set).

```
51
Properties=species:S:1:pos:R:3:lowdin_charge:R:1
C 4.57574 -1.58179 1.95653 -0.1443
C 3.57740 -0.56291 1.13139 -0.2473
C 3.11858 0.76021 2.04560 -0.1423
C 1.44822 0.75254 1.97498 -0.1771
O 1.01788 -0.44940 2.70626 -0.0980
N -0.18970 -0.30009 3.27608 -0.0901
C -1.55426 -0.87107 2.96527 -0.0824
N -1.86750 -1.70778 1.92364 -0.0760
C -0.92457 -2.23086 0.86371 -0.1303
C -0.74318 -1.04206 -0.25414 -0.2241
C -1.99557 -0.95050 -1.34393 -0.4707
S -2.37508 0.90482 -1.54918 0.6407
C -3.32549 -2.20408 1.82944 -0.1317
C -4.40666 -1.00194 1.55193 -0.6634
O -4.12871 0.25680 1.20222 -0.1400
I -6.55994 -1.50799 1.83725 0.7865
N -2.47222 -0.30283 4.06806 0.0973
C -1.72578 0.60809 5.01752 0.0024
N -0.33392 0.49708 4.43267 -0.4911
Br 0.92730 1.47735 5.41070 0.8580
H 5.28484 -2.16021 1.19495 0.0889
H 3.89350 -2.42895 2.44090 0.0840
H 5.24662 -1.04828 2.75390 0.0797
H 2.64968 -1.20027 0.77828 0.0952
H 4.14233 -0.21292 0.14876 0.1182
H 3.55716 1.75684 1.55893 0.1357
H 3.52899 0.61632 3.13539 0.1076
H 0.98109 1.73917 2.45552 0.1254
H 1.18738 0.76182 0.83420 0.1229
H -1.30449 -3.22254 0.33048 0.1546
H 0.09380 -2.54689 1.39845 0.1431
H -0.79182 -0.01366 0.35035 0.0719
H 0.26320 -1.19165 -0.83224 0.1261
H -2.90530 -1.56318 -0.93391 0.0690
H -1.60408 -1.30201 -2.39703 0.0751
H -2.41232 1.54642 -0.30030 -0.1224
H -3.39732 -2.93557 0.88890 0.1461
H -3.59717 -2.89150 2.76328 0.1550
H -2.15934 1.20213 5.92802 0.1641
C 1.57529 2.42565 -6.02000 -0.1144
C 0.09785 2.65714 -5.71949 -0.2738
C -0.35374 2.00034 -4.41356 -0.2176
C -0.14468 0.49708 -4.49583 -0.1703
N 0.02883 -0.75008 -4.56405 0.1055
H 1.79874 1.36253 -6.15436 0.0704
H 1.85928 2.93622 -6.94567 0.0765
H 2.20546 2.81127 -5.21043 0.0769
H -0.49865 2.27172 -6.55547 0.1156
H -0.08828 3.73519 -5.66121 0.1116
H -1.41466 2.20660 -4.23660 0.0918
H 0.21531 2.39767 -3.56611 0.1117
```

## Properties
total charge = +1
LUMO = -4.3 eV
electronic energy = -116481.024 eV
HOMO level = -11.501 eV
gap between HOMO and LUMO = 7.20 eV